Entry 1:
H24NeO12 | ωB97M-V/def2-TZVPD

Results
**F_max**: 0.0229 hartree/bohr
**Kohn-Sham gap**: 10.29 eV
**Energy above the lowest of the compared OMol25 structures with the same formula, charge and spin**: 24.7 kcal per mole
**Charge**: 0
**HOMO energy**: -10.486 eV

The geometry in XYZ format:
```
37
Properties=species:S:1:pos:R:3:forces:R:3
Ne -12.0874 -17.7001 -3.1241 0.13 0.01 -0.01
O -13.7220 -19.9852 -5.8379 0.09 -0.35 -0.04
H -14.5390 -20.2913 -5.4441 -0.25 -0.14 0.08
H -13.5866 -19.1147 -5.4635 0.21 0.39 -0.19
O -11.7929 -21.2496 -1.2642 0.11 0.24 0.25
H -11.3730 -21.4284 -2.1055 0.16 0.01 -0.28
H -12.6449 -21.6817 -1.3245 -0.25 -0.11 0.04
O -10.8362 -17.1173 -7.2980 -0.18 0.52 -0.58
H -10.1721 -17.6675 -7.7134 0.07 -0.11 -0.06
H -10.8203 -17.3761 -6.3766 0.06 -0.32 0.39
O -13.3730 -14.3345 -3.4762 0.20 0.41 0.15
H -13.8173 -14.4152 -2.6322 -0.06 0.06 0.18
H -13.5092 -15.1814 -3.9010 -0.05 -0.59 -0.41
O -10.1355 -18.5436 -4.9983 -0.38 -0.13 -0.22
H -9.7988 -18.1565 -4.1902 0.36 0.14 0.54
H -9.4282 -19.1106 -5.3056 0.13 -0.18 -0.08
O -14.6447 -17.4486 -2.0161 -0.41 0.38 -0.67
H -13.9852 -17.7921 -1.4133 0.89 -0.44 0.63
H -14.8689 -16.5882 -1.6615 -0.25 0.13 0.03
O -8.3481 -17.6016 -2.8645 0.05 -0.55 -0.23
H -8.7207 -16.8971 -2.3344 -0.34 0.47 0.32
H -7.7731 -17.1557 -3.4864 0.25 0.07 -0.18
O -11.0997 -16.4301 0.6866 -0.19 -0.10 0.27
H -10.6743 -16.3857 -0.1697 0.16 0.30 -0.61
H -10.4978 -16.9416 1.2274 0.21 -0.08 0.35
O -13.9797 -16.9676 -5.0492 0.34 0.17 -0.08
H -14.1911 -17.6077 -4.3696 -0.19 0.04 0.66
H -14.8271 -16.7245 -5.4219 -0.24 0.05 -0.25
O -9.8272 -15.4176 -1.7473 0.21 -0.34 0.19
H -9.9518 -14.9258 -2.5590 -0.37 0.14 -0.38
H -9.3487 -14.8182 -1.1746 0.14 0.28 0.26
O -16.2126 -19.6895 -2.0966 -0.45 -0.69 -0.22
H -15.6550 -18.9144 -2.1640 0.19 0.67 0.09
H -15.6855 -20.3228 -1.6094 0.02 -0.15 0.14
O -12.6602 -18.4998 -0.3214 -0.51 -0.24 -0.18
H -12.0723 -17.8640 0.0865 0.09 0.69 0.39
H -12.0886 -19.2216 -0.5832 0.02 -0.67 -0.31
```
Forces are in eV/Å.

Entry 2:
H24O12 | ωB97M-V/def2-TZVPD

Results
**F_max**: 0.0186 hartree/bohr
**Kohn-Sham gap**: 10.06 eV
**Energy above the lowest of the compared OMol25 structures with the same formula, charge and spin**: 37.7 kcal per mole
**Charge**: 0
**SMILES string**: O.O.O.O.O.O.O.O.O.O.O.O
**HOMO energy**: -10.137 eV

The geometry in XYZ format:
```
36
Properties=species:S:1:pos:R:3:forces:R:3
O -8.8673 18.4009 -1.2463 -0.24 0.17 -0.20
H -8.0781 18.5432 -1.7690 0.24 -0.06 -0.14
H -9.3028 19.2532 -1.2323 -0.26 0.47 0.11
O -10.0035 18.9871 3.2452 0.42 0.44 0.19
H -10.3934 19.0696 4.1155 -0.03 0.06 0.24
H -10.7440 18.8051 2.6667 -0.54 -0.14 -0.56
O -13.5276 17.9024 3.0244 0.05 0.66 -0.10
H -13.8312 18.3221 3.8294 -0.19 0.20 0.09
H -13.2668 17.0224 3.2962 0.17 -0.81 -0.04
O -10.0020 16.2004 3.0171 -0.22 -0.85 -0.06
H -10.0718 16.3641 3.9576 0.07 0.11 0.13
H -9.7738 17.0508 2.6417 0.17 0.27 -0.03
O -11.2611 18.0479 0.8511 0.36 0.21 0.31
H -11.0915 18.4731 0.0105 0.00 0.18 -0.25
H -11.9818 17.4436 0.6733 -0.32 -0.11 -0.06
O -12.3981 20.9121 -2.0863 -0.26 0.27 -0.24
H -13.2661 20.6809 -1.7558 -0.43 0.14 0.21
H -11.8683 21.0410 -1.2996 0.50 0.06 0.31
O -12.9899 18.4683 -3.2005 -0.39 -0.25 -0.46
H -12.9076 19.3919 -2.9632 0.37 0.11 -0.18
H -12.6439 17.9944 -2.4442 0.13 -0.35 0.15
O -10.1945 21.0899 -0.3152 -0.08 -0.25 -0.18
H -9.5687 21.7364 -0.6418 0.16 0.26 -0.20
H -10.2672 21.2777 0.6206 -0.01 -0.12 0.45
O -14.9542 17.7698 0.4002 -0.11 0.15 -0.46
H -14.4483 18.0536 1.1615 0.16 0.06 0.60
H -14.7711 16.8333 0.3258 -0.05 -0.21 -0.05
O -8.2079 16.2511 0.0930 0.10 -0.83 0.47
H -8.6891 17.0709 -0.0194 -0.02 0.36 -0.09
H -7.8496 16.0623 -0.7743 0.06 -0.03 -0.15
O -11.8393 16.4502 -1.4869 -0.24 0.02 0.24
H -10.9805 16.4160 -1.0654 0.53 0.00 0.10
H -12.0460 15.5368 -1.6849 -0.14 -0.20 -0.21
O -13.0910 15.1280 2.9513 -0.41 0.08 0.11
H -12.7706 15.0401 2.0536 0.25 0.01 -0.21
H -12.6562 14.4232 3.4313 0.21 -0.11 0.16
```
Forces are in eV/Å.

Entry 3:
H24O12 | ωB97M-V/def2-TZVPD

Results
**F_max**: 0.0379 hartree/bohr
**Kohn-Sham gap**: 9.89 eV
**Energy above the lowest of the compared OMol25 structures with the same formula, charge and spin**: 83.2 kcal per mole
**Charge**: 0
**SMILES string**: O.O.O.O.O.O.O.O.O.O.O.O
**HOMO energy**: -10.314 eV

The geometry in XYZ format:
```
36
Properties=species:S:1:pos:R:3:forces:R:3
H 0.2615 0.5660 0.3205 0.29 0.31 0.25
H -1.2482 0.7256 0.2469 0.01 0.08 0.04
H 0.9937 0.9931 2.6667 0.09 0.15 0.07
H 2.2412 0.2184 2.2748 0.05 -0.13 0.18
H 0.9073 -1.9203 3.5547 -0.08 -0.09 0.10
H -0.3397 -1.2118 4.0575 -0.06 -0.13 0.02
H 0.2711 -1.1556 -0.8599 0.37 -0.02 0.33
H 0.7985 -2.4892 -1.3633 -0.07 -0.01 -0.32
H 3.8023 -1.6426 -0.1380 0.10 -0.07 -0.01
H 4.4777 -2.6756 -1.0250 0.06 0.08 -0.05
H 1.0917 4.0456 1.6090 -0.11 0.01 -0.11
H 0.3973 2.7666 1.1708 0.21 0.27 -0.19
H -2.2104 -1.3171 -0.1535 -0.01 -0.15 0.13
H -1.3211 -0.9522 -1.3308 -0.37 -0.17 -0.08
H -1.1171 -2.8911 -2.0014 -0.36 0.04 -0.35
H -0.9650 -2.2246 -3.3588 0.08 -0.26 0.16
H -3.8548 -2.4257 1.5346 0.04 -0.08 0.06
H -4.0102 -1.2718 2.5115 0.07 -0.03 0.02
H -0.6239 4.0692 -0.9683 0.03 -0.01 -0.01
H 0.7577 3.5667 -1.3539 0.15 -0.20 0.08
H 2.6485 0.4135 -2.6097 0.07 -0.05 0.04
H 3.3633 0.5082 -1.2717 0.15 0.02 -0.17
H -2.9988 2.8468 -1.4944 -0.07 0.01 -0.10
H -4.1071 1.8321 -1.7226 -0.06 0.05 -0.07
O -0.5618 0.1286 0.5653 0.07 0.10 -0.11
O 1.8270 1.0847 2.1911 0.51 -1.87 0.16
O 0.2661 -1.9294 4.2742 0.11 0.18 -0.14
O 0.5711 -1.6009 -1.6603 1.16 0.82 0.62
O 4.5555 -1.7622 -0.7274 -0.20 -0.04 0.12
O 1.1995 3.0879 1.5976 -0.46 1.57 0.15
O -2.0349 -1.5465 -1.0730 -0.77 0.33 0.29
O -0.9370 -3.0863 -2.9279 -0.30 -0.93 -0.80
O -3.3476 -1.8518 2.1196 -0.09 0.14 -0.20
O -0.0267 3.3220 -0.8500 -0.50 0.13 -0.32
O 3.2071 0.9992 -2.0863 -0.27 0.06 0.07
O -3.9337 2.7802 -1.7189 0.16 -0.12 0.14
```
Forces are in eV/Å.

Entry 4:
H24O12 | ωB97M-V/def2-TZVPD

Results
**F_max**: 0.1979 hartree/bohr
**Kohn-Sham gap**: 9.35 eV
**Energy above the lowest of the compared OMol25 structures with the same formula, charge and spin**: 183.3 kcal per mole
**Charge**: 0
**HOMO energy**: -9.548 eV

The geometry in XYZ format:
```
36
Properties=species:S:1:pos:R:3:forces:R:3
O 56.2070 45.4870 35.3090 -0.67 1.28 0.58
H 55.5750 45.0470 34.6980 0.52 0.78 0.67
H 55.8410 46.3460 35.6810 0.50 -1.85 -1.10
O 52.8580 41.4600 33.7150 -2.69 -3.26 6.75
H 52.4520 42.0840 33.2560 -4.53 4.79 -2.80
H 53.4130 41.3250 33.0770 6.39 -2.64 -5.33
O 53.0020 48.4090 33.9870 6.34 6.42 -4.70
H 53.3460 47.7060 33.4290 0.87 0.55 -1.33
H 52.5710 49.1600 33.4080 1.25 -2.63 1.68
O 52.0340 44.9840 33.3220 -5.85 -1.39 -1.05
H 51.8810 45.8040 33.7490 -1.71 1.89 2.14
H 52.8990 45.0330 33.3660 7.25 -0.90 -0.12
O 54.6370 46.5110 32.4130 -4.61 7.64 4.89
H 54.5310 45.7280 32.7740 -0.54 -6.10 3.18
H 55.0920 46.3200 31.7320 5.28 -1.44 -8.06
O 53.0660 45.4710 36.6960 6.25 -2.43 2.03
H 53.7680 46.1500 36.6510 -0.40 -0.78 0.19
H 52.3590 45.8830 36.4140 -6.41 3.59 -2.17
O 53.5890 43.3310 35.1240 -1.85 -0.97 -0.35
H 52.9850 42.6300 34.6800 1.95 1.45 1.59
H 52.9870 44.0130 35.4730 0.91 0.01 0.27
O 50.1340 45.0080 36.0950 2.38 -1.45 0.76
H 50.7510 44.1900 36.0040 -2.52 1.97 -0.20
H 49.3240 45.0000 35.5890 0.13 -0.74 -0.42
O 50.7050 43.7190 30.9300 -2.71 -1.35 0.03
H 51.4410 43.8770 30.4190 2.46 0.41 -2.36
H 50.9710 44.1080 31.7250 0.30 0.88 2.37
O 51.3760 47.5090 34.6890 -5.67 -4.06 2.38
H 52.3550 47.7080 34.5800 -2.67 -0.26 1.12
H 50.9130 47.5490 33.8350 0.46 0.19 0.45
O 51.1270 47.0150 31.7730 7.01 -0.68 3.63
H 51.4470 46.1390 32.2760 -0.69 2.60 -2.02
H 50.3370 46.7770 31.5100 -6.55 -1.62 -2.44
O 55.2190 43.8940 33.2020 -0.46 -1.04 0.40
H 55.8080 43.2980 32.7360 0.35 0.16 -0.17
H 54.8380 43.3440 33.9500 -0.04 0.95 -0.47
```
Forces are in eV/Å.

Entry 5:
H24O12 | ωB97M-V/def2-TZVPD

Results
**F_max**: 0.0560 hartree/bohr
**Kohn-Sham gap**: 10.33 eV
**Energy above the lowest of the compared OMol25 structures with the same formula, charge and spin**: 45.6 kcal per mole
**Charge**: 0
**SMILES string**: O.O.O.O.O.O.O.O.O.O.O.O
**HOMO energy**: -10.440 eV

The geometry in XYZ format:
```
36
Properties=species:S:1:pos:R:3:forces:R:3
O -0.4941 3.5806 0.1037 -1.20 -1.42 -0.50
H -0.3305 4.4031 0.5090 0.53 1.56 0.49
H 0.2582 3.2857 -0.3963 0.53 -0.02 -0.25
O -0.6666 -2.4362 0.9791 -0.14 -0.44 0.61
H -0.4455 -2.3679 1.9218 -0.19 0.17 -0.35
H -1.0217 -1.5840 0.7040 -0.12 0.46 0.14
O 1.8828 -1.8545 0.1704 1.65 0.35 -0.52
H 1.0280 -1.7471 0.5451 -1.05 0.53 0.62
H 2.3222 -2.4438 0.7807 0.32 -0.19 0.11
O -0.3478 0.3593 -0.2252 -1.04 -0.07 0.98
H -0.3213 -0.2584 -0.9752 0.61 0.24 -0.32
H 0.3944 0.9598 -0.3140 -0.11 -0.04 -0.17
O 2.1422 0.7147 -3.1746 0.72 -0.15 -1.14
H 2.1558 1.2010 -2.3720 0.39 0.56 1.20
H 1.2228 0.5047 -3.2144 -1.13 -0.73 -0.39
O 1.8496 1.7398 -0.5960 0.48 2.04 -0.69
H 2.4096 2.5451 -0.6364 -0.32 -0.89 0.21
H 2.2419 1.1300 0.0141 0.61 -0.79 0.83
O -2.6284 0.9347 1.5324 0.31 -0.15 -0.22
H -1.9406 0.7681 0.8579 -0.03 0.07 0.04
H -3.3493 0.3547 1.2850 -0.18 0.06 0.05
O -0.3271 -1.1386 -2.3790 -1.54 0.63 0.22
H -1.2732 -1.0796 -2.0154 1.82 -0.88 -1.15
H 0.0819 -2.0224 -2.2497 -0.63 0.15 0.18
O 0.5104 -3.4869 -1.3416 -0.17 -0.65 -0.60
H 0.2541 -3.0983 -0.4993 0.11 -0.10 0.31
H 0.1316 -4.3693 -1.3393 -0.08 -0.07 -0.13
O -2.6539 -1.4188 -0.8242 -1.00 1.32 0.64
H -2.6491 -2.3526 -0.8099 0.39 -1.93 -0.23
H -3.4355 -1.2521 -0.2674 0.38 0.43 -0.44
O -0.4373 2.5843 2.6491 1.28 0.51 -0.13
H -0.7302 2.6126 1.7172 -0.05 0.24 0.31
H 0.4270 3.0719 2.6290 -1.29 -0.56 0.05
O 1.2555 0.3789 2.2654 2.13 -1.93 -0.20
H 1.9304 0.8049 2.7951 -0.11 0.10 0.22
H 0.5536 0.9766 2.1711 -1.86 1.60 0.20
```
Forces are in eV/Å.

Entry 6:
H24O12 | ωB97M-V/def2-TZVPD

Results
**F_max**: 0.1108 hartree/bohr
**Kohn-Sham gap**: 9.24 eV
**Energy above the lowest of the compared OMol25 structures with the same formula, charge and spin**: 58.2 kcal per mole
**Charge**: 0
**SMILES string**: O.O.O.O.O.O.O.O.O.O.O.O
**HOMO energy**: -9.826 eV

The geometry in XYZ format:
```
36
Properties=species:S:1:pos:R:3:forces:R:3
O 12.0720 -12.6930 -6.2550 1.08 -0.33 -0.34
H 11.4030 -12.1090 -5.9710 -0.99 1.55 0.87
H 11.5300 -13.4410 -6.4780 -0.04 -1.30 -0.21
O 13.8780 -14.0360 -11.2040 0.15 0.27 -0.83
H 13.8550 -14.2000 -10.2710 0.35 -0.38 0.80
H 13.0870 -13.4980 -11.3060 -0.27 -0.03 -0.42
O 8.6000 -15.6550 -7.9990 0.73 0.35 -0.56
H 8.0080 -14.9680 -8.2740 -0.52 0.80 -0.13
H 8.2280 -15.9490 -7.1890 -0.33 -0.60 1.35
O 11.4070 -15.8150 -6.8270 0.55 2.26 0.38
H 11.2190 -16.7130 -6.8120 -0.40 -2.71 0.58
H 11.2480 -15.6260 -7.7510 -0.05 0.49 -0.82
O 11.3510 -17.7750 -10.0380 -0.35 -1.46 1.88
H 11.2170 -16.8340 -9.9200 0.15 0.45 0.01
H 11.1540 -18.1680 -9.1330 0.38 0.72 -1.86
O 8.6820 -13.3950 -10.8530 0.08 0.29 2.93
H 7.8800 -13.5660 -10.3430 0.18 0.24 -0.16
H 8.4340 -13.5010 -11.7300 -0.64 -0.58 -2.74
O 10.1430 -15.9090 -12.0180 -0.37 0.08 -0.25
H 10.0890 -15.6630 -11.0830 0.20 -0.15 -0.57
H 9.8890 -16.8400 -12.0460 0.06 0.13 0.17
O 10.9400 -14.9970 -9.5130 -1.07 -2.38 -0.28
H 11.5260 -14.3220 -9.2950 1.98 2.12 0.38
H 10.0720 -14.6740 -9.3180 -0.67 0.49 0.28
O 13.4770 -13.7520 -8.5440 -0.03 0.50 0.63
H 13.4890 -12.7750 -8.5280 0.21 -0.77 0.11
H 13.7870 -14.0380 -7.6660 -0.26 0.22 -0.41
O 10.5940 -12.1430 -8.5330 -0.75 -2.78 3.23
H 10.7990 -11.5560 -9.1640 0.27 3.46 -4.52
H 11.4250 -12.0630 -8.0640 0.29 -0.68 1.12
O 7.8990 -17.0550 -10.1150 1.09 -1.00 0.61
H 7.2480 -16.5110 -10.4940 -1.35 0.92 -0.99
H 8.2010 -16.5660 -9.3310 0.06 -0.50 -0.17
O 11.2880 -12.7880 -11.4420 1.40 1.15 -2.55
H 11.0140 -12.6800 -12.3900 0.72 -0.21 1.23
H 10.4790 -12.9670 -11.0280 -1.86 -0.63 1.25
```
Forces are in eV/Å.

Entry 7:
H24O12 | ωB97M-V/def2-TZVPD

Results
**F_max**: 0.0070 hartree/bohr
**Kohn-Sham gap**: 10.73 eV
**Energy above the lowest of the compared OMol25 structures with the same formula, charge and spin**: 64.2 kcal per mole
**Charge**: 0
**SMILES string**: O.O.O.O.O.O.O.O.O.O.O.O
**HOMO energy**: -11.053 eV

The geometry in XYZ format:
```
36
Properties=species:S:1:pos:R:3:forces:R:3
O 5.6208 -1.0026 0.6472 -0.02 0.19 0.14
H 6.4713 -1.3652 0.3993 0.23 -0.05 -0.02
H 4.9888 -1.4906 0.1194 -0.27 -0.13 -0.13
O -3.1697 -3.1826 0.7585 0.27 -0.05 0.04
H -3.7062 -2.4423 1.0417 -0.10 0.27 0.13
H -3.7000 -3.6232 0.0945 -0.11 -0.18 -0.14
O -0.7777 -2.6171 -3.7239 0.21 -0.01 0.19
H -0.9384 -2.6812 -4.6654 0.04 0.01 -0.28
H -1.6506 -2.5684 -3.3342 -0.20 -0.01 0.15
O 0.4522 -3.7806 2.6283 0.04 0.07 0.30
H -0.4713 -3.8272 2.3812 -0.31 -0.07 -0.10
H 0.9091 -3.5770 1.8121 0.22 0.04 -0.27
O -4.2156 0.9785 1.6238 0.19 -0.28 -0.09
H -5.0345 0.7589 2.0680 -0.20 -0.05 0.16
H -4.3047 1.9049 1.4003 0.06 0.34 -0.04
O 2.4352 -3.4070 -1.0161 0.05 0.15 0.31
H 2.9830 -4.0748 -1.4287 0.14 -0.20 -0.06
H 1.8108 -3.1549 -1.6964 -0.24 0.09 -0.24
O -1.7907 1.7210 -4.3763 0.07 -0.06 -0.20
H -1.8409 2.5233 -3.8566 0.06 0.23 0.11
H -2.3882 1.1141 -3.9392 -0.12 -0.17 0.08
O -0.9605 -0.2450 4.3023 0.01 0.10 0.20
H -1.6173 0.1099 3.7031 -0.19 0.16 -0.16
H -0.6869 -1.0683 3.8980 0.19 -0.29 -0.08
O 2.9227 3.0154 2.5277 0.15 0.22 0.11
H 3.0979 2.0820 2.4077 0.05 -0.28 0.01
H 2.2600 3.2218 1.8686 -0.21 0.03 -0.14
O -3.1736 5.2279 1.0105 -0.05 -0.27 0.11
H -2.7314 5.3154 0.1661 0.17 0.01 -0.20
H -3.6759 6.0374 1.1034 -0.13 0.21 0.08
O 0.3719 1.0396 -0.5370 0.13 0.26 0.04
H 0.6877 0.1918 -0.8497 0.14 -0.22 -0.11
H -0.5695 0.9155 -0.4167 -0.24 -0.01 0.09
O 4.1829 2.6153 -2.4260 0.04 -0.01 -0.26
H 4.8547 2.6576 -1.7454 0.20 -0.01 0.18
H 3.3548 2.6778 -1.9500 -0.26 -0.01 0.11
```
Forces are in eV/Å.